This record from OMol25 describes C31H85AsCsF6N5O10 as an isolated structure at a distorted geometry. The level of theory is wB97M-V/def2-TZVPD.

Computed properties:
HOMO level (alpha / beta) ... -11.11 / -11.11 eV
2S+1 ... 2
E ... -139134.006 eV
Largest force on an atom ... 3.956 eV/Å
LUMO energy (alpha / beta) ... -0.0962 / -0.2621 hartree
Total charge ... +1

Each line ends with the Mulliken spin population.
Positions of all 139 atoms, in Å:
Cs 0.738252 13.029206 4.759986  0.00
As 4.975514 15.106277 5.173430  0.00
F 6.725840 15.539575 5.291404  0.00
F 3.215131 14.672739 4.936329  0.00
F 5.432497 13.752158 4.139049  0.00
F 5.114538 13.961813 6.573846  0.00
F 4.554497 16.398646 6.388443  0.00
F 4.759780 16.221194 3.769763  -0.01
O 6.120465 13.515060 9.064849  0.00
O 4.207567 20.516154 6.058808  0.00
O 4.090168 13.986159 0.113033  0.00
O -2.630789 17.713705 6.336261  0.00
O 1.383104 12.662304 7.839112  0.00
O 9.091169 14.457947 4.113103  0.00
O 6.354034 9.077693 4.491113  0.00
O 10.175573 19.846555 6.844434  0.00
O 8.016257 17.526196 1.215439  0.04
O 9.329840 12.275438 1.176473  0.00
N 1.709083 13.531959 1.818050  0.00
N -0.260101 16.177874 5.785268  0.00
N 4.544601 17.943933 1.650585  0.80
N 4.431277 20.954877 2.409572  0.01
N 2.294214 10.317722 10.467848  0.00
C 5.042256 20.088339 7.176862  0.00
C 1.157597 17.558878 7.156009  0.00
C 5.708787 17.579454 0.950892  0.00
C 3.156508 12.876992 -0.075805  0.00
C 4.875314 15.469846 9.857293  0.00
C 1.751019 13.992201 8.165450  0.00
C 6.803627 17.580978 1.983302  0.15
C 7.009875 10.728773 6.166289  0.00
C 4.953081 13.737622 1.193992  0.00
C 2.570832 19.775345 3.422296  0.01
C 6.248782 14.821115 9.698447  0.00
C -3.344668 17.041992 7.367947  0.00
C 1.226613 11.353536 0.754687  0.00
C 2.319500 12.353195 1.147454  0.00
C -0.258921 17.012882 6.973693  0.00
C 4.742020 20.183334 4.823106  0.00
C 3.775356 20.702742 3.725107  0.00
C 3.409959 10.618834 8.391261  0.00
C 9.298685 17.733825 1.931516  0.01
C 7.022456 15.677009 8.737050  0.00
C -1.313464 18.120909 6.710494  0.00
C 5.903282 9.852822 5.585841  0.00
C 9.847086 17.511980 7.096401  0.00
C 1.187247 11.776100 8.913210  0.00
C 9.661691 18.727264 6.197234  0.00
C 2.552346 11.347687 9.491661  0.00
C 8.144830 18.943326 6.034780  0.00
C 5.890174 18.671479 -0.086445  0.01
C 4.795380 10.737093 5.140216  0.00
C 9.833616 13.196054 2.136611  0.00
C 8.746705 13.458320 3.168131  0.00
H 4.956582 19.004497 7.254633  0.00
H 10.759071 12.956689 2.660384  0.00
H 4.517476 18.896619 1.984909  -0.03
H 5.685676 16.634651 0.407839  0.04
H 7.832794 13.813478 2.691958  0.00
H 1.927118 16.970151 7.655338  0.00
H 5.238854 21.513962 2.644818  0.00
H 1.626844 10.495732 0.214242  0.00
H 6.547065 16.744463 2.633323  -0.01
H 10.142794 17.886578 1.259015  0.00
H 0.518187 11.851835 0.092923  0.00
H 2.488578 14.172797 1.860351  0.00
H -0.972050 18.781672 5.913664  0.00
H 2.190159 19.969110 2.419486  0.00
H 4.249286 10.096117 8.849941  0.00
H 3.220370 10.052833 10.771450  0.00
H 8.288745 14.573101 4.627358  0.00
H 9.455111 17.679333 8.099619  0.00
H 3.491778 21.658536 4.165729  0.00
H 0.545862 12.210583 9.679987  0.00
H 6.906376 18.558018 2.455453  0.01
H 0.608221 10.969844 1.566147  0.00
H 6.795582 9.670820 3.878874  0.00
H 1.029273 13.965301 1.209626  0.00
H -1.173582 16.321307 5.378992  0.00
H 9.982355 14.147826 1.626614  0.00
H 6.061679 20.473975 7.163590  0.00
H 0.324459 16.756408 5.199008  0.00
H 5.490659 9.127520 6.287120  0.00
H -2.755769 16.317080 7.929904  0.00
H 9.499116 16.630984 6.557078  0.00
H 1.150223 18.605635 7.459871  0.00
H 2.805595 10.032589 7.699038  0.00
H 11.033601 19.578101 7.181075  0.00
H 7.969134 19.940258 5.630601  0.00
H 1.131058 14.547497 8.869292  0.00
H 10.108633 18.584068 5.213449  0.00
H 3.790669 11.432872 7.774426  0.00
H 2.861171 18.727560 3.499451  0.00
H 5.029035 11.287230 4.228700  0.00
H 4.282182 15.545218 8.945917  0.00
H -4.241525 16.603935 6.929922  0.00
H 8.382444 12.523571 3.594347  0.00
H 6.024539 19.609839 0.451630  0.00
H 9.469094 16.917882 2.633865  0.00
H 3.698617 12.031506 -0.499345  0.00
H 9.241283 18.690009 2.451618  0.00
H 6.612909 11.535828 6.782068  0.00
H 5.645070 13.732172 8.259580  0.00
H 4.618318 11.499519 5.898803  0.00
H 5.530380 12.815132 1.132009  0.00
H 3.079155 11.800746 1.700466  0.00
H 4.543997 17.452283 2.532845  -0.02
H 4.968668 18.788768 -0.656683  0.00
H 7.191511 16.691379 9.098392  0.00
H 4.273685 14.829872 10.502727  0.00
H 5.724198 14.507793 1.211299  0.00
H 8.923164 12.904434 0.575985  0.00
H 6.828848 14.673706 10.609427  0.00
H 1.856113 19.951372 4.226214  0.00
H 0.554451 10.969152 8.543752  0.00
H 2.725449 13.946050 8.651712  0.00
H 7.596878 18.219878 5.431057  0.00
H 4.636930 20.486864 8.106906  0.00
H 1.541278 17.763948 6.156596  0.00
H 3.832765 21.621190 1.942766  0.00
H 7.570405 11.132234 5.323006  0.00
H 7.985935 15.315750 8.377463  0.00
H 1.884104 10.748763 11.283997  0.00
H 3.818632 10.281412 4.977706  0.00
H 2.559651 13.137821 -0.949778  0.00
H 7.738910 10.146251 6.729580  0.00
H 4.977028 19.131096 4.662920  0.00
H 6.749442 18.469346 -0.725913  0.00
H 1.757841 14.504577 7.203403  0.00
H 10.897951 17.315570 7.308997  0.00
H 4.789126 16.477368 10.264197  0.00
H 4.419519 13.797475 2.142582  0.00
H 3.054028 12.166559 10.007280  0.00
H 6.429786 15.722455 7.823390  0.00
H 5.713737 20.661634 4.700252  0.00
H -3.603971 17.842735 8.060536  0.00
H -0.485890 16.400357 7.846275  0.00
H -1.368035 18.825966 7.539967  0.00
H 7.655261 18.921104 7.008394  0.00

Cartesian forces, eV/Å:
Cs 0.050 0.040 0.357
As 0.011 -0.661 1.933
F -2.035 -0.143 -0.228
F 1.814 0.531 0.356
F -0.389 1.309 0.471
F -0.445 1.268 -1.756
F 0.377 -1.484 -2.076
F 0.234 -0.743 1.140
O -0.234 0.700 1.150
O 0.389 -0.273 1.204
O -1.280 -1.192 0.204
O 1.249 -0.921 -0.417
O -1.087 0.572 -0.645
O 0.485 -0.484 -0.106
O 0.266 -0.570 0.001
O 0.337 0.914 0.065
O 0.465 -1.020 0.161
O 0.479 0.242 0.292
N 0.913 -0.939 0.670
N 0.281 -0.415 -0.577
N 1.539 -1.166 2.120
N 0.504 -0.332 1.132
N -0.057 -0.300 0.847
C -1.072 0.149 -0.059
C -0.126 1.404 -1.019
C -1.022 1.707 -3.420
C 0.176 -0.527 -1.084
C -0.972 -0.602 0.966
C 0.763 -0.515 -0.008
C 2.907 0.343 0.102
C 0.299 -0.676 0.024
C 0.471 0.474 0.365
C 0.678 0.638 1.177
C 0.331 -0.113 -1.319
C 0.075 1.125 0.234
C 0.061 0.399 -0.736
C -0.005 0.767 -1.327
C -0.232 0.121 0.525
C 0.245 0.318 -1.381
C -0.054 -0.291 0.047
C -0.360 2.419 0.282
C -1.404 0.521 0.315
C 0.546 0.641 -0.931
C -0.015 0.882 0.823
C -0.027 -0.027 -0.078
C 1.001 -0.250 -0.515
C 0.560 0.237 0.402
C -1.686 -1.157 0.577
C -0.778 -1.820 -1.197
C 0.114 0.600 0.123
C 0.361 0.271 -0.217
C -1.394 1.397 -0.043
C -0.744 1.254 0.774
C -0.933 0.096 -0.172
H 0.541 -0.121 -0.109
H 0.029 -0.696 -0.439
H -0.664 2.015 -1.051
H -0.299 -0.516 0.619
H -0.109 0.116 -0.792
H -0.468 -0.055 0.245
H 0.587 0.075 -0.287
H 0.080 0.028 0.033
H 0.899 0.014 0.383
H -0.522 -0.575 -0.549
H -0.042 0.028 -0.239
H -0.147 0.656 0.282
H 0.154 -0.328 -0.463
H -0.330 0.087 0.233
H -0.157 -0.165 -0.203
H 0.039 -0.564 0.338
H 0.009 0.294 0.365
H -0.717 -0.128 -0.294
H -0.649 0.048 -0.149
H 0.110 0.497 0.342
H -0.779 -0.019 0.837
H 0.408 0.116 0.382
H 0.112 0.054 -0.154
H -0.097 -0.108 -0.355
H -0.548 -0.457 -0.222
H 0.478 0.203 0.041
H 0.051 -0.215 -0.636
H 0.287 -0.403 -0.826
H 0.314 0.006 0.269
H 0.058 -0.262 -0.289
H -0.383 -0.185 0.493
H -0.058 -0.107 1.069
H -0.058 -0.417 0.507
H 0.190 0.271 0.141
H -0.015 0.086 -0.166
H -0.744 -0.354 0.005
H 0.244 -0.102 -0.139
H 0.454 -0.113 -0.098
H 0.050 -0.105 -0.023
H 0.301 -0.034 -0.122
H 0.529 -0.273 -0.544
H 0.182 -0.012 0.085
H 0.556 -0.299 0.532
H 0.258 0.161 -0.131
H 0.031 -0.015 -0.064
H 0.535 -0.292 0.345
H -0.196 0.007 0.418
H 0.142 -0.049 0.012
H -0.006 -0.352 -0.291
H -0.020 0.105 -0.042
H -0.316 -0.441 -0.133
H -0.283 0.433 1.071
H -1.301 -1.379 0.407
H 0.148 -0.187 -0.249
H -0.162 0.108 0.093
H -0.110 -0.030 0.254
H -0.103 0.281 -0.069
H -0.259 -0.624 -0.557
H -0.491 -0.052 0.223
H -0.444 -0.142 -0.378
H 0.629 -0.492 -0.144
H 0.326 0.395 -0.376
H 0.418 -0.240 -0.206
H -0.471 0.171 -0.274
H 0.318 -0.431 -0.407
H -0.228 -0.099 -0.471
H -0.033 0.395 -0.054
H 0.106 -0.439 0.536
H -0.312 -0.084 0.344
H 0.115 -0.576 -0.079
H -0.511 0.581 0.354
H -0.098 -0.017 0.138
H -0.315 -0.670 0.382
H -0.225 0.141 0.013
H 0.353 0.343 0.263
H 0.387 0.057 -0.325
H 0.729 0.026 0.269
H 0.167 -0.236 0.089
H 0.303 0.444 -0.701
H -0.069 0.393 0.010
H 0.297 0.422 -0.122
H -0.477 -0.232 0.424
H -0.403 0.080 0.084
H -0.143 -0.155 0.621
H 0.203 -0.007 0.148